{"formula": "C2H2ClN", "method": "ωB97M-V with the def2-TZVPD basis set", "elements": ["C", "C", "N", "Cl", "H", "H"], "positions_angstrom": [[-0.6641, 0.1218, -0.2464], [0.8203, -0.1800, -0.2779], [1.2787, 0.7694, 0.3772], [-1.3780, -0.7938, 0.9899], [1.0778, -1.1203, -0.5668], [-1.1347, 1.2029, -0.2761]], "forces_ev_per_angstrom": [[-0.136, 2.893, 0.621], [-1.470, 3.290, 0.993], [-0.584, -0.846, -0.793], [-0.742, -0.530, 0.403], [1.543, -2.509, -0.900], [1.389, -2.299, -0.324]], "lowdin_charge": [-0.543, -0.410, 0.176, 0.619, 0.063, 0.096], "e_above_lowest_kcal_mol": 73.2, "multiplicity": 1, "gap_ev": [9.0, 8.7]}


{"formula": "C2H2ClN2", "method": "ωB97M-V with the def2-TZVPD basis set", "elements": ["N", "N", "C", "C", "Cl", "H", "H"], "positions_angstrom": [[1.3540, -0.4313, 2.3375], [0.7086, -0.1993, 1.4568], [-0.2094, 0.0080, 0.5830], [0.0761, 0.0693, -0.7562], [-1.0123, 0.3046, -2.0037], [-1.2090, 0.0257, 0.8308], [1.0004, 0.0410, -1.1640]], "forces_ev_per_angstrom": [[-0.915, 0.602, -1.828], [3.362, -1.295, 4.628], [-1.205, 0.520, -5.219], [-2.222, 0.494, 0.987], [-0.322, -0.122, 0.686], [-1.945, 0.093, 1.374], [3.246, -0.291, -0.627]], "lowdin_charge": [0.439, 0.054, -0.117, -0.419, 0.862, 0.129, 0.052], "e_above_lowest_kcal_mol": 0.0, "charge": 1, "smiles": "N#[N+]/C=C/Cl", "multiplicity": 1, "gap_ev": 9.3}


{"formula": "C2H2ClNO2", "method": "ωB97M-V with the def2-TZVPD basis set", "elements": ["C", "C", "N", "O", "O", "Cl", "H", "H"], "positions_angstrom": [[-3.0263, -0.6438, -0.6866], [2.2520, 0.4697, 0.6314], [-1.9539, -0.8623, -1.0444], [1.6682, -0.3769, -0.1034], [0.3989, -0.2320, -0.3705], [-4.4569, -0.0079, -0.0431], [3.2778, 0.1452, 0.8656], [1.8403, 1.5079, 0.7511]], "forces_ev_per_angstrom": [[-0.930, 1.171, 0.791], [0.678, 0.459, -1.051], [-0.704, -0.465, -0.272], [0.961, 0.099, 1.559], [-0.751, 0.431, -0.658], [1.187, -0.805, -0.652], [-0.549, 0.508, 0.001], [0.108, -1.399, 0.281]], "lowdin_charge": [-0.729, 0.050, 0.098, -0.136, -0.174, 0.666, 0.102, 0.123], "e_above_lowest_kcal_mol": 146.8, "multiplicity": 1, "gap_ev": [9.0, 9.0]}


{"formula": "C2H2ClNO4", "method": "ωB97M-V with the def2-TZVPD basis set", "elements": ["C", "C", "N", "O", "O", "O", "O", "Cl", "H", "H"], "positions_angstrom": [[-1.2493, -0.5745, 1.5136], [-0.4520, 0.6864, 1.2847], [1.2391, -0.0916, -1.9010], [-1.8482, -1.1062, 0.6129], [0.1604, 0.4427, -1.6993], [1.2349, -0.6103, -3.0060], [2.1145, -0.0438, -1.1364], [-0.6388, 1.3994, -0.1393], [-1.0539, -1.0362, 2.5534], [0.4933, 0.9340, 1.9174]], "forces_ev_per_angstrom": [[1.295, -0.252, 0.527], [1.220, -0.118, 0.994], [1.164, -1.881, -3.931], [-0.079, 0.250, 0.793], [-5.283, 2.189, -0.011], [1.040, -0.834, -0.535], [3.159, 0.023, 3.035], [0.115, 0.520, 1.530], [-0.644, 0.472, -1.234], [-1.987, -0.371, -1.168]], "lowdin_charge": [-0.329, -0.453, -0.633, 0.051, -0.203, 0.088, 0.109, 1.112, 0.139, 0.119], "e_above_lowest_kcal_mol": 109.7, "multiplicity": 1, "gap_ev": [7.7, 6.9]}


{"formula": "C2H2ClNO4S", "method": "ωB97M-V with the def2-TZVPD basis set", "elements": ["C", "C", "N", "O", "O", "O", "O", "S", "Cl", "H", "H"], "positions_angstrom": [[-2.2307, -1.0995, -0.2650], [-4.3593, -0.5825, 0.0544], [0.1672, 0.2782, 0.3318], [-1.6144, -1.9788, -0.7229], [-4.9272, -1.4511, 0.6485], [-1.5857, 1.5179, -0.8096], [-1.7360, 1.0677, 1.6821], [-1.4455, 0.6428, 0.3286], [-4.4574, 0.8953, -0.5054], [0.3565, -0.1690, -0.5497], [0.6199, -0.2264, 1.1092]], "forces_ev_per_angstrom": [[1.806, -3.499, 0.474], [-1.712, -5.054, 0.583], [0.374, -0.547, 0.238], [-0.634, 1.732, 0.011], [0.403, 2.113, -0.239], [-0.381, -0.414, 0.359], [-0.611, -0.740, -1.051], [2.616, 2.439, 0.913], [-1.491, 3.627, -0.606], [0.513, -0.064, -0.329], [-0.883, 0.407, -0.352]], "lowdin_charge": [-0.208, -0.859, -0.079, 0.124, 0.067, -0.343, -0.300, 0.552, 0.888, 0.058, 0.100], "s_squared": 2.01, "multiplicity": 3, "gap_ev": [6.4, 9.1]}


{"formula": "C2H2ClNS", "method": "ωB97M-V with the def2-TZVPD basis set", "elements": ["C", "C", "N", "S", "Cl", "H", "H"], "positions_angstrom": [[-0.2260, -0.6830, 0.8588], [0.4239, 0.4149, 0.2239], [-0.4188, -1.5647, 1.5981], [1.1725, 0.0456, -1.3431], [0.4775, 1.9078, 1.0177], [-1.9930, 0.9350, -1.1409], [0.5639, -1.0556, -1.2146]], "forces_ev_per_angstrom": [[1.168, 0.283, 1.312], [-0.545, -0.883, -0.538], [-0.475, 0.539, -0.961], [0.561, 2.426, 0.932], [0.150, 0.012, -0.227], [-0.059, 0.010, 0.004], [-0.800, -2.387, -0.523]], "lowdin_charge": [-0.393, -1.145, 0.161, 0.775, 0.658, 0.110, -0.167], "e_above_lowest_kcal_mol": 88.1, "multiplicity": 1, "gap_ev": [9.4, 8.0]}


{"formula": "C2H2ClO2P", "method": "ωB97M-V with the def2-TZVPD basis set", "elements": ["C", "C", "O", "O", "P", "Cl", "H", "H"], "positions_angstrom": [[1.3184, -1.4524, -0.5131], [-1.8361, 0.6735, 0.0559], [1.3133, -2.5898, -0.5603], [2.3961, 1.1251, 0.1391], [1.5439, 0.0449, 0.6297], [-0.4540, 0.4097, -0.7366], [-1.9066, 1.7448, 0.3496], [-2.3750, 0.0442, 0.6357]], "forces_ev_per_angstrom": [[1.052, 1.716, -0.928], [-0.449, 4.892, 0.463], [0.079, -2.436, 0.174], [0.755, 0.328, -0.898], [0.276, -0.600, 2.625], [-0.126, -0.412, -2.299], [-0.419, -0.888, -0.381], [-1.167, -2.600, 1.244]], "lowdin_charge": [-0.457, -0.448, 0.068, -0.507, 0.622, 0.704, 0.035, -0.017], "e_above_lowest_kcal_mol": 47.6, "s_squared": 2.01, "multiplicity": 3, "gap_ev": [6.3, 8.7]}


{"formula": "C2H2ClO3", "method": "ωB97M-V with the def2-TZVPD basis set", "elements": ["C", "C", "O", "O", "O", "Cl", "H", "H"], "positions_angstrom": [[-1.9240, -0.9095, 0.3436], [-1.0436, 0.3279, -0.0538], [-1.8769, -1.6730, 1.2598], [-2.5890, -0.7760, -0.7057], [1.4500, 0.2637, 0.5871], [-1.6878, 1.8768, -0.0739], [-0.4330, -0.0850, -0.9488], [1.6282, 0.7216, 1.4029]], "forces_ev_per_angstrom": [[0.473, 1.268, 0.008], [1.787, -3.009, -1.980], [-0.001, -0.449, 0.780], [-0.533, -0.262, -0.449], [-1.382, -0.115, -0.921], [0.380, 0.482, 0.228], [-0.667, 1.794, 1.783], [-0.057, 0.289, 0.552]], "lowdin_charge": [-0.777, -0.434, 0.058, -0.027, -0.452, 0.674, 0.109, -0.153], "e_above_lowest_kcal_mol": 99.1, "charge": -1, "multiplicity": 1, "gap_ev": [7.4, 7.4]}


{"formula": "C2H2ClOP", "method": "ωB97M-V with the def2-TZVPD basis set", "elements": ["C", "C", "O", "P", "Cl", "H", "H"], "positions_angstrom": [[0.7562, -1.4832, 0.9920], [0.4524, 0.6557, 0.6822], [1.6759, -1.8356, 1.6241], [-0.5303, 0.9248, -0.6269], [1.3008, 1.6029, 1.7656], [-0.0483, -2.0083, 0.4885], [-0.5074, 2.3371, -0.6245]], "forces_ev_per_angstrom": [[0.605, 3.651, 0.321], [-0.005, -3.577, -0.121], [-0.739, 0.058, -0.463], [0.141, -0.240, 0.225], [0.228, 0.173, 0.229], [-0.244, -0.330, -0.226], [0.014, 0.264, 0.035]], "lowdin_charge": [-0.133, -1.148, 0.071, 0.714, 0.574, 0.080, -0.158], "e_above_lowest_kcal_mol": 54.5, "multiplicity": 1, "gap_ev": 9.0}


{"formula": "C2H2ClOP", "method": "ωB97M-V with the def2-TZVPD basis set", "elements": ["C", "C", "O", "P", "Cl", "H", "H"], "positions_angstrom": [[0.7966, 0.1015, 0.9397], [0.8426, -0.8819, -0.0602], [-0.0140, 1.0098, 0.9442], [0.6245, -1.8030, -1.3041], [-2.2432, 0.6427, -1.6526], [1.5472, -0.0191, 1.7387], [-1.5536, 0.9499, -0.6056]], "forces_ev_per_angstrom": [[1.500, -1.733, 0.075], [0.037, 3.392, 3.654], [-1.287, 1.049, -0.388], [-0.547, -2.731, -3.563], [0.118, -0.112, 0.011], [0.037, 0.070, 0.040], [0.142, 0.064, 0.173]], "lowdin_charge": [-0.439, -0.486, -0.034, 0.848, 0.271, 0.112, -0.273], "e_above_lowest_kcal_mol": 29.8, "s_squared": 2.01, "multiplicity": 3, "gap_ev": [6.4, 6.0]}


| no. | electronic energy (eV) |
| --- | --- |
| 1 | -16114.90679 |
| 2 | -17598.88064 |
| 3 | -20207.24631 |
| 4 | -24299.99067 |
| 5 | -35137.98787 |
| 6 | -26949.03317 |
| 7 | -28007.46457 |
| 8 | -20769.20187 |
| 9 | -25961.31296 |
| 10 | -25959.83016 |